[1]
The following is a quantum chemistry calculation of 2 unconnected molecules or ions with the total composition C3H9N2O2, from OMol25.

The geometry in XYZ format:
```
16
Properties=species:S:1:pos:R:3:forces:R:3
C 0.362532 -2.267987 0.325985 -0.065 -0.247 0.094
N 1.619101 -2.025411 0.686090 0.199 0.028 0.011
O -0.427995 -1.438518 -0.116293 0.113 0.269 -0.009
H 0.066421 -3.314388 0.457568 -0.047 -0.018 -0.028
H 2.024662 -1.105547 0.620045 -0.105 0.046 0.011
H 2.209969 -2.765736 1.030914 -0.118 0.005 -0.032
O 0.503645 1.786382 0.880123 0.040 -0.095 0.078
C 0.612606 1.694211 -0.308811 -0.059 0.095 -0.258
C -0.601091 1.465291 -1.190352 -0.009 -0.195 0.136
N -1.683099 0.908669 -0.333523 -0.065 0.125 0.059
H 1.571606 1.772141 -0.846913 0.025 0.103 0.134
H -0.933085 2.408648 -1.622953 0.065 0.016 -0.091
H -0.363623 0.751867 -1.976331 -0.104 0.006 -0.045
H -2.585665 0.909656 -0.804838 -0.015 -0.021 0.021
H -1.416794 -0.064773 -0.070513 0.118 -0.125 -0.084
H -1.746385 1.452829 0.531688 0.027 0.009 0.002
```
Forces are in eV/Å.

Values from the calculation:
Energy above the lowest of the compared OMol25 structures with the same formula, charge and spin = 0.815 eV
HOMO = -0.538 hartree
Kohn-Sham gap = 11.3091 eV
Total charge = +1

[2]
The following is a quantum chemistry calculation of a gas-phase ion, C3H4N3 (charge +1), from OMol25.

The geometry in XYZ format:
```
10
Properties=species:S:1:pos:R:3:forces:R:3
N 1.515470 1.004040 0.014869 -1.427 -0.748 -0.699
C 0.388199 0.364727 -0.072355 -0.124 -1.539 1.766
C -0.089666 -1.091310 0.018831 0.018 0.594 -0.321
C -1.459626 -1.023903 0.020736 3.835 -0.306 -1.172
N -1.756391 0.340929 -0.020599 -2.116 2.311 0.300
N -0.802669 1.101674 0.031296 0.020 2.633 -0.393
H 2.423074 0.599225 -0.264469 -0.479 0.276 0.668
H 1.391135 2.002932 0.250692 0.489 -0.321 -0.531
H 0.731286 -1.728063 0.242583 -0.245 -1.482 -0.275
H -2.340812 -1.570248 -0.221585 0.029 -1.418 0.657
```
Forces are in eV/Å.

Values from the calculation:
Energy above the lowest of the compared OMol25 structures with the same formula, charge and spin = 1.113 eV
HOMO = -0.558 hartree
Kohn-Sham gap = 7.2688 eV
SMILES string = [NH2+]=C1C=CN=N1
Total charge = +1

[3]
The following is a quantum chemistry calculation of a molecular structure, C3H11N3S, from OMol25.

The geometry in XYZ format:
```
18
Properties=species:S:1:pos:R:3:forces:R:3
C -1.976277 -0.366183 -0.711111 -0.676 1.315 -0.032
C -0.730376 1.296397 0.201591 1.213 2.867 1.600
C 2.934214 -0.380503 0.447942 -1.143 2.949 1.408
N -1.865385 0.605321 0.398624 -2.790 -2.759 -0.405
N -0.624530 -1.018250 -0.610926 -2.973 -7.216 -2.382
N 0.320037 0.296782 0.159041 4.841 0.508 5.552
S 1.820102 0.592090 -0.589262 0.602 0.235 -0.215
H -2.788820 -1.147438 -0.556297 0.954 1.203 -0.360
H -2.073538 0.290684 -1.667412 0.244 -1.885 1.066
H -0.583692 1.893203 -0.657321 -0.228 0.676 -1.740
H -0.592957 1.977110 1.030686 0.316 0.296 0.352
H 2.567297 -1.347144 0.473289 -0.637 -2.296 -0.008
H 2.667785 0.092716 1.485424 1.193 -0.704 -1.430
H 3.964753 -0.331462 0.103875 -0.008 0.363 0.080
H -2.701532 1.004331 0.829112 0.531 -0.105 -0.277
H -0.670621 -1.947650 0.017074 0.129 2.644 -1.460
H -0.182610 -1.332700 -1.513439 -0.759 0.549 0.817
H 0.516148 -0.177311 1.159114 -0.809 1.359 -2.567
```
Forces are in eV/Å.

Values from the calculation:
2S+1 = 3
Energy above the lowest of the compared OMol25 structures with the same formula, charge and spin = 0.798 eV
HOMO (alpha / beta) = -0.626 / -0.669 hartree
Kohn-Sham gap (alpha / beta) = 8.8611 / 5.1482 eV
Expectation value of S² = 2.0072
Total charge = +2

[4]
The following is a quantum chemistry calculation of a molecular structure, C16H13N2O6Yb, from OMol25.

The geometry in XYZ format:
```
38
Properties=species:S:1:pos:R:3:forces:R:3
O -0.046467 4.575208 -3.674111 2.509 -0.484 -2.794
C 0.707891 4.392902 -4.535103 -2.138 1.060 2.990
Yb 0.345124 -0.324692 -2.915139 0.480 0.720 -1.600
O -2.001081 2.462185 -3.146791 3.783 -1.776 -0.135
C -0.950724 1.912896 -3.187771 -4.175 1.563 2.241
C -2.299174 -0.675568 -3.561663 -2.928 -0.529 -3.674
O -3.078138 -0.749453 -4.412935 2.751 0.303 3.520
C -0.455713 0.160543 -5.850881 0.251 -6.485 -4.865
O -0.518718 -0.524188 -6.790241 0.069 3.485 3.714
C -0.522745 1.814900 -5.047043 0.320 5.722 -5.110
O -0.447240 2.536173 -5.988713 -0.453 -2.957 3.508
H 2.614522 -1.818498 -2.438666 0.024 -0.011 -0.003
C -0.466671 -0.963903 3.596448 -0.130 -0.107 1.511
N -0.614863 -1.331903 2.222083 -0.389 -0.468 0.390
N 0.137182 -0.829017 1.223901 -0.138 0.719 -0.840
C -0.460758 -1.211548 0.069721 -0.597 -0.942 0.642
O -0.174111 -0.686881 -1.052881 0.547 -0.291 0.508
C -1.458349 -2.172807 0.356068 0.410 0.693 -0.503
C -1.568908 -2.138427 1.712993 0.853 0.365 1.100
C -2.508402 -2.813100 2.597632 -1.032 -0.944 0.121
C 1.221117 0.094876 1.464934 -0.376 0.445 0.621
C 2.175047 -0.247522 2.434325 0.010 -0.133 -0.405
C 3.156190 0.675721 2.766151 0.150 0.653 -0.157
C 3.163807 1.948037 2.163765 -0.226 -0.177 -0.170
C 2.180175 2.290690 1.224441 -0.063 -0.128 -0.112
C 1.171531 1.377088 0.898903 -0.151 -0.419 -0.171
H -0.421071 0.124936 3.805865 0.019 -0.633 -0.540
H 0.392805 -1.470179 4.064660 -0.371 0.289 -0.156
H -1.374192 -1.361424 4.066132 0.410 0.305 0.139
H -2.043338 -2.793820 -0.313787 0.135 0.456 0.036
H -2.036671 -3.550562 3.253576 0.058 0.160 -0.061
H -3.112047 -2.138051 3.210686 0.146 0.022 -0.129
H -3.192364 -3.352358 1.945366 -0.181 -0.128 0.208
H 2.145788 -1.217070 2.942391 0.116 0.351 -0.440
H 3.927930 0.419223 3.495893 -0.337 0.089 -0.216
H 3.922442 2.687105 2.436294 -0.239 -0.361 -0.108
H 2.174804 3.267079 0.724857 0.064 -0.355 0.454
H 0.315390 1.631409 0.238636 0.817 -0.070 0.487
```
Forces are in eV/Å.

Values from the calculation:
2S+1 = 2
HOMO (alpha / beta) = -0.540 / -0.540 hartree
Kohn-Sham gap (alpha / beta) = 6.5328 / 6.2109 eV
Expectation value of S² = 0.7530
Total charge = +2

| no. | strongest force on any atom (eV/A) |
| --- | --- |
| 1 | 0.29 |
| 2 | 4.02 |
| 3 | 8.16 |
| 4 | 8.11 |